P | Formula: C11H15N
Source: the Open Molecules 2025 dataset
Level of theory: the ωB97M-V functional and the def2-TZVPD basis

HOMO energy, eV: -7.857
LUMO, eV: 0.9
SMILES string: Cc1c[nH]c2ccccc12.CC

The geometry in XYZ format:
```
27
C11H15N, DFT the ωB97M-V functional and the def2-TZVPD basis
C 2.30 0.52 1.24
C 1.56 -0.74 0.99
C 1.72 -1.94 1.59
N 0.83 -2.81 0.98
C -0.07 -2.15 0.21
C -1.28 -2.53 -0.43
C -1.90 -1.60 -1.23
C -1.39 -0.30 -1.34
C -0.30 0.16 -0.62
C 0.37 -0.78 0.14
H 1.83 1.35 0.66
H 3.34 0.48 0.95
H 2.24 0.64 2.32
H 2.57 -2.23 2.17
H 0.67 -3.73 1.35
H -1.71 -3.53 -0.42
H -2.81 -1.92 -1.75
H -2.04 0.42 -1.81
H -0.01 1.25 -0.59
C -0.25 4.55 -1.10
C -1.58 4.69 -0.38
H 0.64 4.29 -0.51
H -0.38 3.69 -1.81
H 0.03 5.48 -1.61
H -1.87 3.73 0.01
H -2.40 5.15 -0.99
H -1.67 5.38 0.51
```

=====

Q | Formula: C11H15N
Source: the Open Molecules 2025 dataset
Level of theory: the ωB97M-V functional and the def2-TZVPD basis

HOMO energy, eV: -7.825
LUMO, eV: 1.0
SMILES string: Cc1c[nH]c2ccccc12.CC

The geometry in XYZ format:
```
27
C11H15N, DFT the ωB97M-V functional and the def2-TZVPD basis
C 0.81 1.91 1.72
C 0.22 0.54 1.81
C 0.63 -0.55 2.52
N -0.03 -1.68 2.09
C -0.90 -1.34 1.08
C -1.81 -2.12 0.39
C -2.58 -1.48 -0.56
C -2.43 -0.12 -0.81
C -1.49 0.65 -0.14
C -0.75 0.04 0.87
H 0.14 2.64 2.20
H 0.90 2.22 0.68
H 1.77 2.00 2.24
H 1.31 -0.67 3.35
H 0.01 -2.53 2.63
H -1.94 -3.19 0.56
H -3.27 -2.06 -1.17
H -3.03 0.38 -1.56
H -1.37 1.68 -0.45
C 1.26 0.93 -2.54
C 2.20 -0.06 -1.85
H 1.83 1.81 -2.87
H 0.72 0.56 -3.40
H 0.56 1.35 -1.82
H 1.64 -0.90 -1.45
H 2.66 0.45 -1.01
H 2.96 -0.46 -2.53
```

=====

Verdict on stability: P comes out at the bottom.

=====

P | Formula: C11H15N
Source: the Open Molecules 2025 dataset
Level of theory: the ωB97M-V functional and the def2-TZVPD basis

HOMO energy, eV: -7.856
LUMO, eV: 0.9
SMILES string: Cc1c[nH]c2ccccc12.CC

The geometry in XYZ format:
```
27
C11H15N, DFT the ωB97M-V functional and the def2-TZVPD basis
C 1.65 -1.96 0.61
C 0.20 -1.75 0.34
C -0.86 -2.41 0.88
N -2.04 -1.94 0.34
C -1.77 -0.80 -0.39
C -2.59 0.14 -0.98
C -2.04 0.87 -2.04
C -0.67 0.90 -2.21
C 0.21 0.11 -1.47
C -0.36 -0.75 -0.53
H 2.04 -1.21 1.30
H 2.21 -1.97 -0.32
H 1.84 -2.88 1.17
H -0.81 -3.19 1.63
H -2.92 -2.12 0.79
H -3.66 0.11 -0.86
H -2.70 1.44 -2.68
H -0.20 1.51 -2.97
H 1.27 0.25 -1.64
C 2.70 3.30 2.66
C 3.42 2.91 1.36
H 2.81 4.35 2.90
H 1.65 3.04 2.58
H 3.07 2.73 3.51
H 3.63 3.74 0.69
H 2.86 2.09 0.93
H 4.43 2.55 1.62
```

=====

Q | Formula: C11H15N
Source: the Open Molecules 2025 dataset
Level of theory: the ωB97M-V functional and the def2-TZVPD basis

HOMO energy, eV: -7.772
LUMO, eV: 0.9
SMILES string: Cc1c[nH]c2ccccc12.CC

The geometry in XYZ format:
```
27
C11H15N, DFT the ωB97M-V functional and the def2-TZVPD basis
C -2.91 1.50 -0.17
C -2.33 0.21 0.29
C -2.87 -0.59 1.25
N -2.11 -1.72 1.42
C -0.97 -1.61 0.67
C 0.02 -2.55 0.39
C 0.98 -2.21 -0.54
C 0.92 -0.99 -1.25
C -0.20 -0.18 -1.14
C -1.13 -0.46 -0.14
H -2.53 1.85 -1.13
H -2.76 2.26 0.60
H -3.99 1.48 -0.28
H -3.72 -0.34 1.88
H -2.32 -2.43 2.10
H 0.02 -3.48 0.94
H 1.93 -2.73 -0.62
H 1.59 -0.96 -2.10
H -0.13 0.76 -1.67
C 2.98 1.31 -0.78
C 2.55 1.73 0.62
H 3.96 1.73 -1.03
H 3.34 0.28 -0.70
H 2.20 1.57 -1.48
H 2.44 2.81 0.69
H 3.38 1.57 1.30
H 1.64 1.21 0.88
```

=====

Verdict on stability: Q comes out at the bottom.

=====

P | Formula: C11H15N
Source: the Open Molecules 2025 dataset
Level of theory: the ωB97M-V functional and the def2-TZVPD basis

HOMO energy, eV: -8.005
LUMO, eV: 1.0
SMILES string: Cc1c[nH]c2ccccc12.CC

The geometry in XYZ format:
```
27
C11H15N, DFT the ωB97M-V functional and the def2-TZVPD basis
C 1.21 0.19 -2.59
C 1.17 0.79 -1.22
C 2.16 1.10 -0.37
N 1.67 1.60 0.84
C 0.29 1.53 0.78
C -0.69 1.66 1.76
C -2.00 1.45 1.39
C -2.31 0.93 0.12
C -1.37 0.81 -0.88
C -0.05 1.11 -0.51
H 1.96 -0.61 -2.63
H 1.62 0.90 -3.32
H 0.25 -0.19 -2.89
H 3.23 1.08 -0.50
H 2.15 1.34 1.69
H -0.41 1.90 2.79
H -2.78 1.31 2.12
H -3.30 0.47 0.04
H -1.63 0.41 -1.84
C 0.01 -2.22 -0.07
C -0.33 -2.20 1.42
H 0.81 -1.54 -0.39
H 0.38 -3.24 -0.24
H -0.72 -1.83 -0.75
H 0.55 -2.49 1.99
H -1.07 -2.99 1.59
H -0.80 -1.25 1.67
```

=====

Q | Formula: C11H15N
Source: the Open Molecules 2025 dataset
Level of theory: the ωB97M-V functional and the def2-TZVPD basis

HOMO energy, eV: -7.738
LUMO, eV: 0.9
SMILES string: Cc1c[nH]c2ccccc12.CC

The geometry in XYZ format:
```
27
C11H15N, DFT the ωB97M-V functional and the def2-TZVPD basis
C -0.63 0.35 -2.75
C -0.97 0.33 -1.31
C -1.54 1.32 -0.58
N -1.67 0.98 0.76
C -1.49 -0.42 0.82
C -1.80 -1.37 1.77
C -1.38 -2.66 1.56
C -0.43 -2.95 0.54
C -0.22 -1.98 -0.48
C -0.90 -0.78 -0.43
H 0.05 1.15 -3.08
H -1.59 0.44 -3.26
H 0.12 -0.42 -2.98
H -1.82 2.30 -0.95
H -2.17 1.56 1.41
H -2.34 -1.18 2.70
H -1.55 -3.48 2.24
H 0.03 -3.91 0.37
H 0.63 -2.33 -1.05
C 2.64 2.35 0.34
C 2.13 0.98 0.83
H 3.60 2.20 -0.19
H 2.00 2.87 -0.35
H 2.90 2.94 1.21
H 1.79 1.13 1.84
H 3.04 0.35 0.78
H 1.58 0.22 0.27
```

=====

R | Formula: C11H15N
Source: the Open Molecules 2025 dataset
Level of theory: the ωB97M-V functional and the def2-TZVPD basis

HOMO energy, eV: -8.168
LUMO, eV: 0.9
SMILES string: Cc1c[nH]c2ccccc12.CC

The geometry in XYZ format:
```
27
C11H15N, DFT the ωB97M-V functional and the def2-TZVPD basis
C 1.73 -1.19 3.87
C 1.43 -0.33 2.76
C 1.17 0.97 2.61
N 0.69 1.38 1.30
C 0.63 0.10 0.66
C 0.32 -0.01 -0.69
C 0.40 -1.27 -1.22
C 0.66 -2.43 -0.40
C 1.07 -2.28 0.89
C 1.17 -0.96 1.42
H 2.85 -1.16 4.31
H 1.83 -2.32 3.54
H 0.98 -1.04 4.71
H 0.95 1.63 3.51
H 1.11 2.15 0.79
H -0.29 0.79 -1.15
H 0.15 -1.49 -2.28
H 0.69 -3.39 -0.73
H 1.52 -3.09 1.42
C -2.37 0.97 -3.00
C -2.33 2.52 -3.24
H -1.50 0.40 -3.41
H -2.47 0.77 -2.03
H -3.24 0.53 -3.42
H -1.33 2.96 -3.24
H -2.71 2.79 -4.28
H -3.10 3.02 -2.72
```

=====

Verdict on stability: R comes out at the bottom.

=====

P | Formula: C11H15N
Source: the Open Molecules 2025 dataset
Level of theory: the ωB97M-V functional and the def2-TZVPD basis

HOMO energy, eV: -7.924
LUMO, eV: 1.0
SMILES string: Cc1c[nH]c2ccccc12.CC

The geometry in XYZ format:
```
27
C11H15N, DFT the ωB97M-V functional and the def2-TZVPD basis
C -2.12 2.73 -0.68
C -1.55 1.65 -1.52
C -1.01 1.64 -2.78
N -0.47 0.34 -3.00
C -0.33 -0.33 -1.79
C 0.46 -1.48 -1.55
C 0.73 -1.63 -0.21
C 0.08 -0.86 0.79
C -0.86 0.09 0.45
C -1.08 0.46 -0.87
H -1.76 2.69 0.37
H -3.21 2.65 -0.73
H -1.69 3.69 -0.99
H -1.25 2.07 -3.74
H 0.00 -0.06 -3.79
H 0.88 -2.04 -2.36
H 1.41 -2.39 0.19
H 0.26 -1.03 1.85
H -1.36 0.63 1.24
C 2.21 -0.62 3.93
C 2.67 -1.82 4.81
H 2.28 0.39 4.33
H 2.89 -0.55 3.07
H 1.20 -0.87 3.61
H 3.65 -2.12 4.48
H 2.09 -2.71 4.38
H 2.58 -1.79 5.89
```

=====

Q | Formula: C11H15N
Source: the Open Molecules 2025 dataset
Level of theory: the ωB97M-V functional and the def2-TZVPD basis

HOMO energy, eV: -7.534
LUMO, eV: 1.0
SMILES string: Cc1c[nH]c2ccccc12.CC

The geometry in XYZ format:
```
27
C11H15N, DFT the ωB97M-V functional and the def2-TZVPD basis
C 1.60 1.24 3.22
C 1.96 0.94 1.83
C 3.17 1.38 1.33
N 3.33 1.05 0.02
C 2.32 0.16 -0.33
C 2.05 -0.40 -1.56
C 0.80 -1.09 -1.60
C -0.08 -1.18 -0.57
C 0.20 -0.58 0.67
C 1.33 0.20 0.75
H 2.04 2.14 3.67
H 1.99 0.42 3.87
H 0.53 1.38 3.36
H 3.90 1.95 1.89
H 4.07 1.38 -0.57
H 2.59 -0.38 -2.49
H 0.51 -1.38 -2.61
H -1.07 -1.60 -0.76
H -0.44 -0.83 1.51
C -3.97 -1.37 -1.27
C -3.77 0.07 -1.73
H -3.13 -2.02 -1.59
H -3.96 -1.35 -0.18
H -4.88 -1.80 -1.69
H -4.58 0.62 -2.19
H -2.79 0.31 -2.16
H -3.71 0.71 -0.83
```

=====

R | Formula: C11H15N
Source: the Open Molecules 2025 dataset
Level of theory: the ωB97M-V functional and the def2-TZVPD basis

HOMO energy, eV: -8.136
LUMO, eV: 0.9
SMILES string: Cc1c[nH]c2ccccc12.CC

The geometry in XYZ format:
```
27
C11H15N, DFT the ωB97M-V functional and the def2-TZVPD basis
C 1.22 -3.15 1.52
C -0.18 -2.62 1.31
C -1.15 -2.86 2.27
N -2.33 -2.00 1.83
C -1.81 -1.16 0.83
C -2.38 -0.06 0.15
C -1.96 0.44 -1.05
C -0.72 -0.12 -1.56
C -0.04 -1.16 -0.99
C -0.54 -1.54 0.30
H 2.05 -2.44 1.17
H 1.46 -3.96 1.00
H 1.26 -3.32 2.64
H -1.17 -3.59 2.99
H -3.12 -1.94 2.34
H -3.34 0.39 0.69
H -2.29 1.28 -1.51
H -0.75 0.22 -2.63
H 0.77 -1.83 -1.38
C 2.49 3.61 -1.67
C 1.26 3.75 -0.82
H 2.70 4.55 -2.18
H 3.33 3.31 -1.11
H 2.34 2.93 -2.56
H 0.64 2.78 -0.76
H 0.61 4.62 -1.05
H 1.66 3.85 0.24
```

=====

S | Formula: C11H15N
Source: the Open Molecules 2025 dataset
Level of theory: the ωB97M-V functional and the def2-TZVPD basis

HOMO energy, eV: -7.780
LUMO, eV: 1.0
SMILES string: Cc1c[nH]c2ccccc12.CC

The geometry in XYZ format:
```
27
C11H15N, DFT the ωB97M-V functional and the def2-TZVPD basis
C 3.32 0.41 -0.33
C 2.06 1.24 -0.36
C 2.07 2.53 -0.75
N 0.81 3.09 -0.72
C -0.07 2.02 -0.47
C -1.42 2.05 -0.28
C -2.10 0.86 0.05
C -1.31 -0.22 0.37
C 0.07 -0.34 0.21
C 0.69 0.82 -0.30
H 3.29 -0.17 0.60
H 4.26 0.94 -0.23
H 3.39 -0.29 -1.16
H 2.96 3.13 -0.86
H 0.50 4.04 -0.90
H -2.10 2.87 -0.50
H -3.18 0.91 0.09
H -1.81 -1.04 0.89
H 0.62 -1.19 0.58
C -1.98 -4.42 1.65
C -1.75 -5.23 0.37
H -2.94 -4.55 2.16
H -1.30 -4.78 2.42
H -1.77 -3.39 1.37
H -1.97 -6.28 0.53
H -2.29 -4.81 -0.49
H -0.71 -5.18 0.05
```

=====

Verdict on stability: R comes out at the bottom.

=====

P | Formula: C11H15N
Source: the Open Molecules 2025 dataset
Level of theory: the ωB97M-V functional and the def2-TZVPD basis

HOMO energy, eV: -8.162
LUMO, eV: 0.9
SMILES string: Cc1c[nH]c2ccccc12.CC

The geometry in XYZ format:
```
27
C11H15N, DFT the ωB97M-V functional and the def2-TZVPD basis
C -0.98 -3.27 -1.65
C -0.67 -1.93 -1.10
C -0.66 -0.82 -1.86
N -0.37 0.34 -1.06
C -0.39 -0.15 0.27
C -0.28 0.59 1.50
C -0.21 -0.15 2.63
C -0.50 -1.55 2.64
C -0.61 -2.24 1.49
C -0.56 -1.53 0.28
H -1.80 -3.10 -2.38
H -1.60 -4.00 -1.08
H -0.19 -3.83 -2.11
H -0.82 -0.71 -2.91
H -1.06 1.08 -1.09
H -0.29 1.68 1.49
H 0.02 0.24 3.62
H -0.68 -2.06 3.57
H -0.67 -3.32 1.50
C 1.68 3.23 0.27
C 1.40 2.98 -1.21
H 1.98 2.33 0.79
H 2.51 3.92 0.42
H 0.77 3.60 0.75
H 1.87 2.05 -1.50
H 1.77 3.79 -1.84
H 0.34 2.83 -1.41
```

=====

Q | Formula: C11H15N
Source: the Open Molecules 2025 dataset
Level of theory: the ωB97M-V functional and the def2-TZVPD basis

HOMO energy, eV: -7.723
LUMO, eV: 1.0
SMILES string: Cc1c[nH]c2ccccc12.CC

The geometry in XYZ format:
```
27
C11H15N, DFT the ωB97M-V functional and the def2-TZVPD basis
C 2.71 -1.28 -1.57
C 1.34 -1.38 -0.98
C 0.58 -2.50 -0.81
N -0.73 -2.11 -0.53
C -0.80 -0.70 -0.55
C -1.94 0.06 -0.56
C -1.68 1.43 -0.52
C -0.38 1.97 -0.44
C 0.75 1.12 -0.59
C 0.49 -0.22 -0.81
H 2.77 -1.63 -2.59
H 3.30 -1.98 -0.93
H 3.17 -0.30 -1.44
H 0.81 -3.53 -0.89
H -1.63 -2.55 -0.52
H -2.92 -0.39 -0.66
H -2.43 2.21 -0.58
H -0.17 3.02 -0.39
H 1.70 1.61 -0.64
C -0.37 0.75 2.97
C -0.32 2.27 2.96
H -1.21 0.40 2.41
H 0.58 0.24 2.70
H -0.56 0.47 4.01
H -1.19 2.79 3.42
H 0.54 2.77 3.38
H -0.28 2.64 1.95
```

=====

Verdict on stability: P comes out at the bottom.